Record 1
# C5H10O

A single C5H10O molecule (ωB97M-V/def2-TZVPD, the Open Molecules 2025 dataset).

Computed properties:
- lowest unoccupied orbital energy (alpha / beta) (eV) = 0.7002 / 0.6996
- energy relative to the best compared isomer or geometry (same formula, charge and spin) (kJ/mol) = 487.11
- max |F| (hartree/bohr) = 0.007
- E_tot (Eh) = -271.56709

Cartesian coordinates (Å):
C (-0.69655, -2.12924, -0.00683)
O (-0.12982, -1.32535, 0.99845)
C (0.71390, -0.46618, 0.55133)
C (0.77726, 0.94238, 1.02860)
C (0.35440, 1.54070, -0.32676)
C (-0.71185, 0.53718, -0.84333)
H (0.07525, -2.64397, -0.59326)
H (-0.82706, -0.76774, -0.76362)
H (-1.40271, -2.81447, 0.46127)
H (1.40877, -0.79263, -0.22738)
H (0.01364, 1.10822, 1.79441)
H (1.75397, 1.27382, 1.39916)
H (1.22546, 1.54134, -0.99402)
H (0.00056, 2.57936, -0.26764)
H (-1.64762, 0.72933, -0.29862)
H (-0.90759, 0.68725, -1.91175)


Record 2
# C7H9F3IMnN4S

A molecular structure, C7H9F3IMnN4S (ωB97M-V/def2-TZVPD, the Open Molecules 2025 dataset).

Computed properties:
- lowest unoccupied orbital energy (alpha / beta) (eV) = -14.9863 / -14.7852
- charge = +3
- energy relative to the best compared isomer or geometry (same formula, charge and spin) (kJ/mol) = 13.85
- max |F| (hartree/bohr) = 0.032
- E_tot (Eh) = -2636.46096
- spin multiplicity = 2

Cartesian coordinates (Å):
Mn (0.72086, -1.03381, 1.47896)
N (0.05684, -2.68753, 0.46512)
N (1.01894, -3.27343, -0.38887)
C (2.24380, -2.76500, -0.41622)
N (3.19897, -3.27407, -1.13910)
S (2.64688, -1.35562, 0.58227)
H (-0.23844, -3.38867, 1.14975)
H (-0.76871, -2.45420, -0.08823)
H (0.74105, -4.09641, -0.91406)
H (3.08101, -4.10589, -1.71219)
H (4.11638, -2.84003, -1.14816)
F (-2.21385, 4.91626, -0.02496)
C (-2.16743, 3.90940, -0.89109)
F (-1.49865, 4.28925, -1.98034)
F (-3.40612, 3.56081, -1.23641)
C (-1.46943, 2.70938, -0.28550)
C (-0.95988, 2.72251, 1.00502)
C (-0.35014, 1.59755, 1.49726)
N (-0.22722, 0.46641, 0.74066)
C (-0.71002, 0.45974, -0.53603)
C (-1.33131, 1.55368, -1.05921)
H (-1.04235, 3.60570, 1.62456)
H (0.06185, 1.56491, 2.49418)
H (-0.56262, -0.44051, -1.11649)
H (-1.70809, 1.52094, -2.07397)
I (0.76768, -1.16138, 3.97305)